[1]
A 2-piece molecular cluster, C4H12N3 overall. Source: the OMol25 dataset; level of theory: wB97M-V/def2-TZVPD.

Summary:
frontier orbital gap	8.8	eV
HOMO energy	-13.27	eV
2S+1	1
ΔE to the lowest compared entry with this formula, charge and spin	1.947	eV
net charge	+1

Last column: Löwdin charge in e.
Element x y z (Å)
C 1.01149 -0.48800 -2.64570  -0.05
C 0.29862 -0.25699 -1.31271  -0.19
C 1.05061 -0.86637 0.94113  0.13
N 1.22774 -0.26800 -0.16383  0.04
H 1.87992 0.16435 -2.73534  0.08
H 1.29815 -1.52737 -2.77608  0.09
H 0.28530 -0.21076 -3.40659  0.09
H -0.18353 0.71980 -1.31221  0.13
H -0.42977 -1.03917 -1.11606  0.12
H 1.70714 -0.69570 1.78454  0.12
H 0.35524 -1.69118 1.01864  0.12
H 2.08014 0.27151 -0.31505  0.18
N -1.96831 -0.05791 1.38049  0.08
C -1.42969 1.17878 1.59296  -0.37
N -0.31721 1.34940 2.18336  0.07
H -1.64920 -0.76571 2.01469  0.09
H -2.93762 -0.12905 1.14491  0.10
H -2.09020 1.99129 1.28524  0.13
H -0.18883 2.32108 2.43760  0.05

Cartesian forces, eV/Å:
-0.4 0.2 0.5
0.4 -0.6 -0.2
0.6 -0.4 0.2
0.1 0.1 -0.5
0.0 0.0 -0.1
0.1 0.0 0.0
0.2 -0.1 -0.2
-0.1 0.0 0.2
-0.2 0.1 0.0
0.2 0.1 -0.2
-0.6 0.5 0.0
-0.3 0.4 0.5
0.5 -0.2 -0.3
-0.7 0.5 0.6
0.0 -0.5 0.0
0.0 -0.2 0.2
-0.3 0.1 -0.1
0.1 0.1 -0.1
0.3 0.1 -0.3

=====

[2]
A 11-piece molecular cluster, C32H70N6O11 overall. Source: the OMol25 dataset; level of theory: wB97M-V/def2-TZVPD.

Summary:
frontier orbital gap	9.7	eV
HOMO energy	-9.33	eV
2S+1	1
SMILES string	C1CCOC1.C1CCOC1.C1CCOC1.C1CCOC1.C1CCOC1.CC(N)=O.CC(N)=O.CC(N)=O.CC(N)=O.CC(N)=O.CC(N)=O

Last column: Löwdin charge in e.
Element x y z (Å)
C 13.66844 12.53219 17.59768  -0.16
C 12.24931 13.11456 17.39252  -0.14
C 12.57988 14.25191 16.38642  -0.20
O 13.81103 13.96150 15.73384  -0.18
C 14.23826 12.69544 16.20415  -0.22
H 13.57628 11.48432 17.84418  0.10
H 14.19962 13.05585 18.41670  0.12
H 11.75151 13.55246 18.29871  0.12
H 11.56060 12.32308 17.03033  0.08
H 12.70927 15.14436 16.99331  0.11
H 11.79332 14.36626 15.67111  0.10
H 15.33858 12.70922 16.19564  0.12
H 13.84056 11.85061 15.60942  0.12
C 15.44043 6.79206 14.44493  -0.15
C 14.41669 6.88390 15.62485  -0.15
C 13.12710 7.06344 14.85437  -0.20
O 13.50559 7.93490 13.76774  -0.21
C 14.99457 7.90825 13.55561  -0.15
H 15.15904 5.82785 14.02411  0.12
H 16.49343 6.85244 14.69077  0.12
H 14.53602 7.76924 16.28958  0.13
H 14.28591 6.03455 16.27772  0.11
H 12.32310 7.43331 15.39122  0.09
H 12.82984 6.13147 14.41282  0.11
H 15.41252 8.84112 13.92635  0.11
H 15.30825 7.79205 12.50283  0.12
C 14.33784 16.29552 8.69292  -0.13
C 15.41984 15.29806 9.22393  -0.14
C 15.59198 14.35353 8.03980  -0.19
O 14.46105 14.58172 7.20283  -0.13
C 13.51319 15.36579 7.80874  -0.24
H 14.76800 17.14430 8.12973  0.12
H 13.78746 16.77460 9.48251  0.10
H 14.94996 14.85682 10.07724  0.08
H 16.39021 15.76568 9.40345  0.12
H 15.64050 13.28044 8.36148  0.09
H 16.51364 14.50093 7.50794  0.11
H 12.73536 14.84144 8.43564  0.11
H 13.05286 15.88544 7.00727  0.11
C 9.20709 16.09285 8.27933  -0.15
C 9.74356 15.22562 9.46710  -0.13
C 9.60163 16.20042 10.65092  -0.20
O 8.68054 17.13228 10.20303  -0.11
C 8.85809 17.39675 8.86240  -0.24
H 8.33989 15.66417 7.79201  0.11
H 9.97935 16.10625 7.48778  0.11
H 10.75448 14.92965 9.15761  0.07
H 9.22894 14.34886 9.65735  0.06
H 10.57551 16.60007 10.88607  0.11
H 9.20978 15.73789 11.55323  0.12
H 9.66163 18.12229 8.67917  0.13
H 7.92824 17.79114 8.55624  0.11
C 9.14232 10.67492 11.14170  -0.11
C 8.27332 11.71810 11.85567  -0.17
C 7.15417 10.92638 12.47858  -0.15
O 7.85062 9.75231 12.99960  -0.19
C 8.91422 9.42580 12.06684  -0.17
H 10.16712 11.03138 11.06840  0.07
H 8.71538 10.44855 10.18771  0.10
H 7.96024 12.56467 11.22482  0.11
H 8.86909 12.25654 12.61016  0.11
H 6.55136 10.54472 11.71310  0.10
H 6.58785 11.31126 13.30779  0.13
H 8.74252 8.46465 11.58262  0.10
H 9.78759 9.15474 12.65224  0.08
C 13.52498 16.61537 13.41579  0.00
C 14.86205 16.12191 12.94129  -0.55
N 15.23175 14.83230 13.26784  0.18
O 15.55551 16.84637 12.20492  0.00
H 13.57643 17.71019 13.54772  0.09
H 13.34020 16.13711 14.42341  0.08
H 12.67152 16.37388 12.81215  0.06
H 14.76014 14.33014 13.96316  0.04
H 16.03220 14.38807 12.83832  0.08
C 13.53098 11.30518 7.43159  0.01
C 12.98892 10.12448 8.23294  -0.58
N 12.38110 9.18938 7.55242  0.18
O 13.06042 10.10218 9.46704  -0.05
H 12.65644 11.97757 7.29576  0.10
H 13.80891 10.96241 6.38526  0.10
H 14.37152 11.78236 7.93819  0.05
H 11.89873 8.39597 7.98600  0.08
H 12.46485 9.06757 6.49999  0.15
C 8.84522 8.74976 16.53866  0.00
C 9.98571 9.76348 16.23676  -0.55
N 9.91345 10.42892 15.06194  0.17
O 10.86894 10.01973 17.08950  -0.03
H 8.35816 9.03889 17.47377  0.08
H 9.12968 7.72832 16.64197  0.06
H 8.03400 8.83588 15.77139  0.08
H 9.10258 10.28726 14.42434  0.08
H 10.56708 11.21618 14.83760  0.09
C 17.64282 11.72426 12.00362  -0.02
C 16.88973 10.70250 11.19869  -0.63
N 15.64752 11.11214 10.78792  0.16
O 17.30830 9.59628 11.03804  0.05
H 18.74145 11.74429 11.83382  0.10
H 17.39766 11.71425 13.08994  0.09
H 17.20910 12.75587 11.74429  0.07
H 15.12443 10.46883 10.15983  0.09
H 15.33572 12.06364 10.89442  0.07
C 10.58913 6.32884 11.46601  0.00
C 11.54679 6.97514 10.46107  -0.56
N 12.63131 7.60952 10.93854  0.20
O 11.23190 6.93044 9.26974  -0.01
H 11.08964 5.47774 11.89697  0.07
H 9.68985 6.00302 10.91878  0.09
H 10.40513 7.03490 12.31262  0.07
H 13.18622 8.07232 10.24687  0.08
H 12.78668 7.78432 11.90961  0.06
C 12.02054 13.05807 11.21004  0.01
C 11.92226 12.18914 12.47927  -0.61
N 12.33937 10.94218 12.22672  0.18
O 11.51094 12.58973 13.55060  0.02
H 12.24278 14.05676 11.61195  0.08
H 11.04723 13.03305 10.74429  0.06
H 12.81567 12.74102 10.53042  0.06
H 12.50964 10.31580 13.06207  0.13
H 12.68202 10.60364 11.31398  0.06

Cartesian forces, eV/Å:
-0.8 0.1 0.7
-0.1 0.3 0.1
-0.6 -0.3 1.1
-0.2 -0.4 0.0
0.8 -0.4 0.5
0.2 -0.3 0.2
0.0 -0.2 -0.7
0.7 -0.5 -0.6
0.5 0.5 -0.1
0.0 0.4 -0.3
-0.4 0.3 -0.6
-0.3 -0.2 -0.2
0.2 0.4 -0.2
-1.1 -0.7 1.3
-0.1 1.1 0.4
2.5 -0.3 -1.6
0.7 0.8 -1.0
-1.1 -0.1 0.5
0.6 -0.1 -0.5
0.1 -0.2 0.2
0.3 -0.4 -0.5
0.6 -0.5 0.1
-1.5 1.2 1.0
-0.3 -0.8 -0.2
-0.2 0.3 -0.1
-0.7 0.0 0.3
0.8 0.3 -0.1
-0.1 1.3 -1.3
-0.8 -1.1 1.0
1.0 -1.9 -1.1
-0.2 1.0 1.5
0.0 -0.6 -0.1
-0.3 0.0 0.6
0.3 -0.6 0.8
-0.4 0.1 0.7
-0.2 0.7 -0.1
0.3 0.4 -0.6
0.7 0.0 -0.6
-0.9 0.6 -0.6
0.6 -2.2 -1.4
1.1 1.8 -1.1
0.5 -1.3 -0.4
-0.7 1.0 2.0
1.0 0.8 0.1
-0.3 -0.4 0.1
-0.3 0.4 0.3
0.0 0.2 0.8
-1.4 -1.7 0.1
0.5 0.7 0.2
-0.1 -0.1 0.0
-0.1 0.2 0.2
-0.9 0.6 -0.8
-0.9 -0.5 1.3
0.5 1.7 0.2
1.9 -1.1 0.6
0.4 0.2 -0.4
0.5 0.2 0.3
-0.1 -0.5 -0.1
0.0 0.0 -0.8
-0.3 -0.6 -0.2
-0.1 -0.5 0.2
-1.5 -0.2 -1.2
-0.1 0.5 0.1
-0.8 0.3 -0.6
0.4 0.6 0.4
0.4 -0.1 2.6
1.2 0.4 -2.0
0.3 1.2 -1.3
-0.8 -1.3 1.1
0.0 -0.6 -0.2
0.0 0.6 -0.9
-0.1 -0.3 -0.7
-1.0 -0.6 1.2
0.0 0.6 0.1
-0.6 -0.9 -1.2
0.9 1.5 0.4
-1.0 -2.3 -3.2
0.1 0.1 0.1
0.8 0.0 0.2
-0.1 0.5 1.3
-0.3 0.0 -0.2
0.3 0.2 0.5
0.0 0.8 2.2
-1.0 1.7 -0.9
0.8 0.4 1.7
-0.3 0.4 -0.8
-1.3 -0.8 -1.5
0.3 0.1 0.0
0.6 -0.6 -0.1
0.8 -0.2 0.4
0.8 0.0 0.7
-0.7 -1.0 0.4
-0.5 2.8 0.3
-0.7 1.4 1.0
-0.2 -1.1 -0.9
0.5 -1.7 -0.6
-0.9 -0.3 0.1
0.4 -0.7 -0.6
0.9 -1.2 0.0
0.3 0.9 0.9
0.0 -0.2 -0.1
0.5 0.8 0.2
-1.4 0.0 0.2
-0.4 -0.7 -0.8
0.7 0.3 -0.1
0.1 -0.5 0.2
0.4 0.3 0.5
-0.2 -0.6 -0.7
0.2 0.4 0.0
0.1 -0.1 0.7
0.2 0.5 1.6
0.7 0.0 -1.9
0.9 -2.2 1.8
-0.2 0.1 0.4
-0.2 0.0 -0.5
-0.2 0.2 -0.4
-0.3 -0.1 0.0
-0.5 0.8 -1.4
-0.3 0.6 0.6

=====

[3]
A 2-piece molecular cluster, C2H2N3P overall. Source: the OMol25 dataset; level of theory: wB97M-V/def2-TZVPD.

Summary:
frontier orbital gap (alpha / beta)	9.1 / 9.1	eV
HOMO energy (alpha / beta)	-10.78 / -10.78	eV
2S+1	1
ΔE to the lowest compared entry with this formula, charge and spin	2.189	eV

Last column: Löwdin charge in e.
Element x y z (Å)
C -1.89293 -1.91516 1.66604  -0.35
C -0.44898 -2.40506 -0.80485  -0.52
N -2.04751 -2.08140 2.80408  -0.07
N 0.03121 -3.43086 -0.80821  0.12
N -0.21305 0.02981 -0.17219  -0.29
P -1.49333 -0.95202 -0.61099  0.91
H -0.31158 1.12727 0.15150  0.15
H 0.55842 -0.50650 0.26661  0.05

Cartesian forces, eV/Å:
0.0 1.1 -1.8
-1.6 1.8 0.1
0.1 0.0 -0.6
1.2 -1.9 -0.3
-0.2 2.4 1.0
0.7 -0.5 3.0
0.2 -4.1 -1.1
-0.5 1.1 -0.3

=====

[4]
A 2-piece molecular cluster, C14H19BrN2O4 overall. Source: the OMol25 dataset; level of theory: wB97M-V/def2-TZVPD.

Summary:
frontier orbital gap	8.6	eV
HOMO energy	-9.59	eV
2S+1	1
ΔE to the lowest compared entry with this formula, charge and spin	2.382	eV
SMILES string	[H]/N=C/CC1=C(N)C(=O)C(CC(=O)Br)=CC1=O.CCOCC

Last column: Löwdin charge in e.
Element x y z (Å)
H 5.31680 -1.46990 0.98559  0.05
N 5.06749 -0.59076 1.42901  0.11
C 5.30012 0.36882 0.64178  -0.22
C 5.02378 1.79596 1.04446  -0.11
C 3.54566 1.97480 1.14189  -0.12
C 2.87782 1.69602 2.25727  -0.20
N 3.50065 1.29134 3.46448  0.12
C 1.38958 1.86680 2.23337  -0.26
O 0.77732 2.27563 3.19179  0.15
C 0.75238 1.51374 0.92369  -0.13
C -0.56520 0.80480 0.84851  -0.14
C -1.69061 1.47103 1.58637  -0.76
O -1.76378 2.60723 1.92972  0.07
Br -3.19986 0.24870 1.92177  0.70
C 1.43145 1.80453 -0.17632  0.08
C 2.76225 2.45805 -0.01766  -0.32
O 3.15308 3.34075 -0.75338  0.12
H 5.70721 0.18505 -0.34810  0.11
H 5.46339 1.94961 2.01881  0.12
H 5.43385 2.45530 0.29284  0.11
H 2.94097 1.66130 4.22953  0.09
H 3.40007 0.28352 3.53601  0.09
H -0.84209 0.64364 -0.18183  0.12
H -0.44006 -0.18472 1.27895  0.12
H 1.06604 1.58375 -1.16080  0.13
C -5.27634 -2.52386 -1.13789  -0.07
C -4.50990 -1.27128 -1.52621  -0.29
O -3.10584 -1.39090 -1.39052  -0.19
C -2.48329 -2.39733 -2.16645  -0.28
C -2.66845 -2.22973 -3.66516  -0.08
H -5.04540 -2.80759 -0.11029  0.08
H -6.34887 -2.34626 -1.21884  0.08
H -5.03156 -3.37126 -1.77993  0.07
H -4.79438 -0.45476 -0.86269  0.10
H -4.77156 -0.95599 -2.54255  0.11
H -2.81768 -3.38983 -1.84438  0.11
H -1.42163 -2.33342 -1.92512  0.11
H -3.71628 -2.29696 -3.95903  0.07
H -2.12290 -3.00820 -4.19936  0.08
H -2.29423 -1.25763 -3.98936  0.08

Cartesian forces, eV/Å:
0.0 -0.1 0.0
-0.1 0.0 0.1
0.2 -0.2 0.1
-0.2 -0.2 -0.4
0.3 0.0 0.2
-0.1 0.0 0.1
-0.6 0.2 0.1
0.0 0.2 0.2
0.0 -0.5 0.1
-0.4 0.1 -0.3
0.4 -0.2 0.8
-0.4 1.4 0.3
0.0 -1.2 -0.5
0.2 0.0 0.0
0.3 0.2 0.3
0.0 0.2 -0.4
0.0 -0.5 0.0
0.1 0.2 -0.3
0.2 0.2 0.3
0.1 0.3 0.0
0.0 0.1 0.1
0.5 -0.2 0.0
-0.3 0.0 -0.4
-0.1 -0.3 0.1
-0.2 0.2 -0.4
0.1 -0.1 0.0
-0.2 0.0 0.0
0.2 0.1 0.1
0.0 -0.1 -0.1
-0.1 0.1 0.0
0.0 0.0 0.0
0.0 0.0 0.0
0.0 0.0 0.0
0.1 0.0 0.0
0.0 -0.1 0.0
0.0 0.0 0.0
0.0 0.0 0.1
0.0 -0.1 0.0
0.0 0.0 0.0
0.0 0.0 0.0

=====

[5]
An isolated ion of composition C16H28NO2 and charge +1. Source: the OMol25 dataset; level of theory: wB97M-V/def2-TZVPD.

Summary:
frontier orbital gap	9.4	eV
HOMO energy	-11.53	eV
2S+1	1
ΔE to the lowest compared entry with this formula, charge and spin	0.604	eV
net charge	+1
SMILES string	CCc1cccc(OCCCC[NH2+]CCCOC)c1

Last column: Löwdin charge in e.
Element x y z (Å)
C -5.30549 -0.53684 1.45128  -0.09
C -4.99603 0.36370 0.25271  -0.20
C -3.67321 -0.00565 -0.34882  -0.23
C -3.58399 -1.02147 -1.29104  -0.03
C -2.35736 -1.38715 -1.81413  -0.06
C -1.20496 -0.74505 -1.40257  -0.02
C -1.28553 0.26844 -0.45357  -0.24
O -0.07717 0.84183 -0.08195  -0.13
C -0.08812 2.05328 0.66157  -0.18
C 1.33827 2.59454 0.78164  -0.14
C 2.02744 2.76604 -0.58250  -0.15
C 3.05368 1.67751 -0.89476  -0.13
N 2.48501 0.33336 -0.65257  0.03
C 3.04179 -0.77333 -1.45832  -0.13
C 2.65116 -2.10434 -0.81944  -0.13
C 3.23197 -2.23139 0.59483  -0.19
O 2.73939 -1.23273 1.48112  -0.23
C 1.51967 -1.55441 2.12792  -0.06
C -2.51277 0.63608 0.07046  0.03
H -6.26802 -0.27245 1.88015  0.07
H -4.54239 -0.42755 2.21892  0.07
H -5.33728 -1.57960 1.14488  0.08
H -4.98234 1.40518 0.57824  0.11
H -5.78348 0.24845 -0.49330  0.12
H -4.48037 -1.52275 -1.62108  0.12
H -2.29438 -2.17129 -2.55256  0.11
H -0.24767 -1.01584 -1.82442  0.10
H -0.49590 1.87381 1.66282  0.13
H -0.72154 2.78717 0.14959  0.14
H 1.26027 3.56051 1.27908  0.13
H 1.92822 1.94759 1.43251  0.12
H 1.26831 2.78096 -1.36634  0.13
H 2.54521 3.72356 -0.62011  0.12
H 3.94564 1.79984 -0.27728  0.14
H 3.34932 1.75353 -1.94327  0.13
H 2.62561 0.03268 0.34589  0.13
H 1.44458 0.40257 -0.74823  0.13
H 2.67514 -0.70484 -2.48507  0.14
H 4.13036 -0.67798 -1.47185  0.14
H 3.03520 -2.92197 -1.42741  0.13
H 1.56423 -2.19876 -0.78258  0.11
H 3.02521 -3.22639 0.99904  0.13
H 4.31609 -2.08935 0.56748  0.14
H 1.61364 -2.48805 2.68580  0.10
H 1.31962 -0.74242 2.82377  0.10
H 0.69193 -1.64048 1.41762  0.09
H -2.58893 1.42144 0.80587  0.12

Cartesian forces, eV/Å:
-0.1 0.1 -0.1
0.0 -0.1 0.2
0.0 0.0 -0.2
0.0 0.1 0.1
0.1 0.0 0.0
0.1 0.1 0.1
0.0 -0.2 -0.2
-0.2 -0.1 -0.1
0.0 0.4 0.3
-0.4 -0.1 -0.3
0.0 -0.1 0.2
0.1 0.7 -0.2
-0.3 0.0 0.3
0.1 -0.6 -0.3
0.1 0.2 0.4
0.1 -0.3 -0.2
0.2 0.1 0.0
-0.2 0.0 0.1
0.3 0.1 0.1
-0.1 0.0 0.1
0.1 0.0 0.1
0.0 -0.1 0.0
0.0 0.0 -0.1
0.0 0.1 0.0
-0.1 -0.1 0.0
0.0 -0.1 -0.1
0.1 0.0 -0.1
0.0 0.0 -0.1
0.0 -0.1 0.0
0.0 0.0 0.1
0.0 0.0 0.1
0.0 0.0 -0.1
0.0 0.0 -0.1
0.0 -0.1 0.0
0.0 -0.1 0.1
-0.2 0.2 -0.3
0.4 -0.2 0.1
0.0 0.2 0.1
-0.1 0.1 0.0
0.0 0.0 -0.1
-0.1 -0.1 -0.1
0.0 0.1 0.0
-0.1 -0.1 0.0
0.0 0.0 0.0
-0.1 0.0 0.0
0.0 0.0 0.0
0.0 0.1 0.1

=====

Question: Look up the 2S+1 of the second one.
Answer: 1